Record 1
The following is a quantum chemistry calculation of an isolated ion of composition C3H7IN2PS and charge +1, from the Open Molecules 2025 dataset.

Geometry as XYZ:
```
15
Properties=species:S:1:pos:R:3:forces:R:3:mulliken_charge:R:1
C 0.950421 -2.214975 -0.357359 1.62 2.82 0.35 -0.729
C -0.477859 1.372498 -0.130026 2.36 -2.31 -0.29 0.696
C 0.279473 -0.295980 1.895016 2.69 1.24 -1.67 -0.538
N 0.625507 0.800442 -0.600162 -0.79 -1.40 2.26 -0.386
N -1.108347 2.303669 -0.765878 0.76 -0.46 0.49 -0.319
P 1.321448 -0.745815 0.404011 -0.82 0.57 -2.29 0.369
S -1.060939 0.681824 1.352500 -2.07 1.04 0.06 -0.109
I 3.555707 0.340812 -0.248403 -0.29 -0.69 0.71 -0.035
H 0.705329 -3.128334 0.093333 -0.80 -0.85 0.94 0.358
H 1.672572 -2.324674 -1.153234 -0.06 -0.19 -0.47 0.246
H 0.948923 0.287757 2.551290 -0.54 -0.66 0.22 0.390
H 1.244242 1.225635 -1.257420 0.15 0.31 -0.62 0.266
H -0.102936 -1.219730 2.210947 -0.33 -1.21 1.02 0.424
H -0.818322 2.664415 -1.610274 1.05 0.57 -2.15 0.198
H -1.939891 2.650811 -0.474650 -2.94 1.21 1.44 0.168
```
Forces are in eV/Å.

total energy	-34421.5227	eV
net charge	+1
LUMO	-4.838	eV

Record 2
The following is a quantum chemistry calculation of C31H32BCl2F3MgN9 as an isolated structure, from the Open Molecules 2025 dataset.

Geometry as XYZ:
```
79
Properties=species:S:1:pos:R:3:forces:R:3:mulliken_charge:R:1
Mg 0.412043 0.819918 0.778538 0.71 0.11 0.10 0.764
C 0.501112 0.452379 4.682777 -0.04 -0.07 -0.11 -1.191
C -0.701831 0.420794 3.799025 -0.18 0.02 -0.11 0.609
C -2.019214 0.098998 4.157202 0.05 -0.06 -0.01 -1.643
C -2.747000 0.219692 2.995095 0.08 -0.06 0.12 -0.237
N -1.913048 0.620955 2.021503 -0.40 0.19 0.22 0.619
N -0.653563 0.720787 2.505503 -0.18 -0.10 0.75 0.104
B -2.201635 0.748401 0.512587 -0.83 -0.11 -0.11 0.702
N -1.649293 -0.547254 -0.129239 -0.27 -0.08 -0.19 1.612
C -2.035764 -1.256943 -1.218479 0.14 -0.13 0.01 -0.382
C -1.474089 -2.507959 -1.122148 0.02 0.06 -0.07 -1.275
C -0.740852 -2.493538 0.081249 -0.09 0.12 -0.10 0.567
C -0.002632 -3.616721 0.731330 -0.08 0.10 -0.01 -1.321
N -0.840126 -1.309590 0.656041 -0.22 -0.44 0.33 -0.866
N -1.506592 2.033024 -0.039321 -0.33 0.03 -0.24 2.161
C -2.034838 2.864510 -0.964044 0.11 0.23 -0.05 -0.504
C -1.427296 4.087731 -0.830927 0.02 -0.11 -0.07 -1.381
C -0.497730 3.928723 0.214368 -0.21 0.00 -0.04 0.795
C 0.388420 4.968596 0.807983 0.04 -0.03 0.01 -1.661
N -0.552307 2.688520 0.677045 0.05 0.63 0.05 -0.977
N -3.706649 0.948511 0.298580 -0.02 0.00 0.20 0.536
C -4.503098 1.793442 0.999166 0.03 0.08 -0.03 -0.389
C -5.699441 1.895419 0.336920 -0.03 0.01 0.01 -1.382
C -5.545465 1.080038 -0.803353 0.10 0.05 0.09 0.751
C -6.521628 0.836095 -1.907566 0.10 0.00 0.03 -1.311
N -4.342390 0.530327 -0.817942 0.02 -0.21 -0.19 -0.919
H 0.193710 0.456056 5.726646 0.01 -0.01 0.01 0.419
H 1.096402 1.341606 4.486561 0.02 0.01 0.04 0.236
H 1.122280 -0.428845 4.508715 0.03 0.01 0.04 0.111
H -2.377433 -0.189887 5.130132 -0.02 0.03 0.00 0.487
H -3.791681 0.042737 2.807713 0.02 0.02 -0.05 0.619
H -2.702057 -0.835576 -1.946523 -0.06 0.04 -0.02 0.575
H -1.578725 -3.329725 -1.811154 -0.05 0.03 -0.01 0.413
H 0.499743 -4.234637 -0.010718 0.04 -0.02 0.05 0.331
H -0.707460 -4.246577 1.278078 0.04 -0.02 0.03 0.387
H 0.733020 -3.227955 1.433434 0.01 -0.04 0.00 0.255
H -2.813784 2.539903 -1.635321 -0.05 -0.05 0.09 0.611
H -1.608938 4.971189 -1.418965 -0.01 0.01 0.04 0.444
H 1.036703 5.402431 0.047178 0.01 -0.01 0.02 0.330
H 1.010994 4.544587 1.591937 -0.01 0.00 -0.02 0.212
H -0.220258 5.766543 1.235816 0.00 0.02 -0.01 0.447
H -4.160662 2.272433 1.902034 0.01 -0.01 -0.01 0.592
H -6.566762 2.462993 0.630222 0.02 0.01 0.01 0.420
H -7.542518 0.932975 -1.541442 -0.02 -0.01 -0.04 0.358
H -6.383643 -0.161582 -2.321208 -0.02 0.00 0.00 0.346
H -6.375776 1.558710 -2.712577 -0.06 0.00 -0.01 0.233
Cl 2.822167 0.969642 2.247514 0.65 0.12 0.19 0.102
C 4.012530 0.627817 3.529420 -0.08 -0.07 -0.05 -0.453
Cl 5.429587 -0.213698 2.895182 -0.05 0.00 0.00 -0.157
H 3.546498 -0.005484 4.273889 -0.04 0.03 0.02 0.202
H 4.336580 1.574201 3.942348 -0.04 0.03 0.01 0.413
N 1.554205 -0.435992 -0.148540 0.78 -1.03 -0.66 -0.710
C 2.086324 -1.120135 -1.057223 -0.01 -0.08 -0.09 0.572
C 2.106002 -0.747806 -2.505505 0.04 0.12 -0.01 -0.109
C 0.961850 -0.259411 -3.123370 0.02 -0.03 0.04 0.294
C 0.994589 0.088043 -4.465671 -0.04 -0.01 0.00 -0.979
C 2.172280 -0.029339 -5.187140 0.00 0.02 -0.05 -0.480
C 3.321118 -0.507566 -4.570572 0.02 -0.02 0.04 -0.868
C 3.284584 -0.878206 -3.237536 -0.06 -0.01 0.05 -0.226
C 2.722753 -2.432044 -0.703231 -0.03 0.02 0.06 0.467
C 2.624120 -3.525299 -1.561042 0.04 0.08 0.01 -0.247
C 3.191108 -4.739406 -1.205572 -0.02 0.01 -0.04 -0.725
C 3.871685 -4.863841 -0.002447 0.02 -0.05 0.03 -0.465
C 3.973562 -3.775984 0.853500 0.00 0.01 0.04 -0.501
C 3.392450 -2.566530 0.508364 0.01 0.03 -0.05 -0.265
H 0.047653 -0.166353 -2.551268 0.02 0.01 0.00 0.304
H 0.096436 0.452385 -4.947966 0.01 0.02 0.01 0.429
H 2.197173 0.253992 -6.231910 0.00 -0.01 0.01 0.395
H 4.246724 -0.589860 -5.125605 -0.02 0.00 -0.02 0.409
H 4.174902 -1.252329 -2.748146 0.02 0.00 -0.02 0.511
H 2.095610 -3.420110 -2.499973 0.01 -0.01 -0.02 0.475
H 3.105053 -5.589252 -1.870826 0.00 0.01 0.00 0.400
H 4.328785 -5.808350 0.264672 -0.02 0.00 0.01 0.411
H 4.509143 -3.868195 1.790304 0.00 0.00 -0.01 0.434
H 3.465097 -1.707202 1.160091 0.01 0.03 0.04 0.012
F 2.251422 3.043405 0.066889 0.07 0.05 -0.13 -0.258
C 1.940831 1.904137 -0.661759 0.16 0.52 -0.14 -0.436
F 1.159295 2.347724 -1.698694 0.12 0.11 -0.03 -0.287
F 3.129636 1.578817 -1.230625 -0.07 -0.13 0.07 -0.272
```
Forces are in eV/Å.

total energy	-85398.5460	eV
LUMO (alpha / beta)	0.345 / -0.695	eV
multiplicity	2